Record 1
The following is a quantum chemistry calculation of one molecule with the formula C4H7N3, from the Open Molecules 2025 dataset.

The structure (SMILES) is CCC1=NN=NC1. The calculation puts the HOMO energy at -10.087 eV. The relative energy (zero: lowest compared OMol25 entry of this formula, charge and spin) is 191.17 kJ/mol.

```
! wB97M-V def2-TZVPD RIJCOSX def2/J DEFGRID3
* xyz 0 1
C 1.70 0.36 -0.90
C 0.20 0.19 -1.13
C -0.57 0.17 0.17
N -0.83 1.26 0.81
N -1.62 0.91 1.94
N -1.90 -0.31 1.97
C -1.11 -0.97 0.94
H 2.23 0.43 -1.85
H 1.89 1.28 -0.33
H 2.11 -0.48 -0.34
H -0.18 1.04 -1.71
H 0.00 -0.72 -1.71
H -1.52 -1.86 0.45
H -0.40 -1.30 1.71
*
```

These are the Löwdin partial charges, in e, on atoms 1 to 2: C -0.100; C -0.199



Record 2
The following is a quantum chemistry calculation of C30H33CoN11OPS as an isolated structure, from the Open Molecules 2025 dataset.

The calculation puts the HOMO energy (alpha / beta) at -13.263 / -13.263 eV. The relative energy (zero: lowest compared OMol25 entry of this formula, charge and spin) is 132.83 kJ/mol.

```
! wB97M-V def2-TZVPD RIJCOSX def2/J DEFGRID3
* xyz 2 1
Co 0.34 0.18 -1.35
C -4.49 -0.10 -3.77
N -3.05 0.08 -3.60
C -2.19 0.47 -4.59
C -0.95 0.57 -4.02
N -1.06 0.25 -2.69
C -2.33 -0.03 -2.46
P -2.94 -0.47 -0.80
C -1.62 -1.70 -0.50
N -0.33 -1.50 -0.70
C 0.30 -2.70 -0.49
C -0.63 -3.63 -0.15
N -1.83 -3.00 -0.16
C -3.11 -3.62 0.16
C -2.14 0.93 0.04
N -0.85 1.21 -0.09
C -0.61 2.33 0.66
C -1.78 2.72 1.24
N -2.74 1.83 0.85
C -4.16 1.95 1.16
H -4.68 -0.44 -4.78
H -5.01 0.84 -3.60
H -4.85 -0.85 -3.07
H -2.53 0.63 -5.60
H -0.02 0.85 -4.46
H 1.37 -2.82 -0.61
H -0.54 -4.68 0.09
H -2.93 -4.67 0.39
H -3.78 -3.56 -0.70
H -3.57 -3.14 1.02
H 0.36 2.77 0.74
H -2.01 3.55 1.89
H -4.28 2.12 2.23
H -4.67 1.02 0.90
H -4.59 2.77 0.60
C 6.15 1.17 -3.58
C 4.67 1.36 -3.45
C 4.06 2.60 -3.62
C 2.69 2.67 -3.44
N 1.97 1.59 -3.13
C 2.65 0.46 -3.03
S 1.64 -0.92 -2.68
N 3.94 0.29 -3.16
H 6.61 1.99 -4.13
H 6.36 0.22 -4.07
H 6.59 1.13 -2.59
H 4.63 3.48 -3.89
H 2.15 3.60 -3.56
C -3.24 0.56 4.28
C -2.00 -0.16 3.84
C -2.06 -1.44 3.29
C -0.92 -2.16 2.99
C 0.34 -1.63 3.27
N 1.45 -2.48 3.02
C 2.80 -2.26 3.22
O 3.53 -3.15 3.62
N 3.33 -1.00 2.94
C 3.05 -0.13 1.89
C 3.82 1.02 1.76
C 3.56 1.90 0.72
C 2.54 1.61 -0.17
N 1.80 0.50 -0.06
C 2.04 -0.35 0.95
C 0.43 -0.35 3.80
C -0.73 0.37 4.06
H -3.50 0.28 5.30
H -4.09 0.31 3.66
H -3.10 1.64 4.27
H -3.04 -1.90 3.13
H -0.99 -3.16 2.60
H 1.26 -3.46 3.18
H 4.27 -0.94 3.31
H 4.61 1.23 2.47
H 4.14 2.80 0.61
H 2.31 2.27 -0.99
H 1.42 -1.23 1.01
H 1.38 0.08 4.06
H -0.64 1.35 4.51
*
```

These are the Löwdin partial charges, in e, on atoms 1 to 2: Co 0.379; C 0.007



Record 3
The following is a quantum chemistry calculation of an isolated ion of composition C5H13N2S and charge -1, from the Open Molecules 2025 dataset.

The structure (SMILES) is CNCCNCC[S-]. The calculation puts the HOMO energy at -2.283 eV. The relative energy (zero: lowest compared OMol25 entry of this formula, charge and spin) is 115.30 kJ/mol.

```
! wB97M-V def2-TZVPD RIJCOSX def2/J DEFGRID3
* xyz -1 1
C -2.57 2.17 -0.80
N -1.22 1.75 -1.13
C -0.68 0.66 -0.33
C 0.51 0.07 -1.07
N 1.11 -1.09 -0.47
C 0.99 -1.27 0.99
C 1.98 -2.31 1.50
S 1.84 -2.56 3.29
H -3.15 1.30 -0.50
H -2.65 3.01 -0.11
H -3.09 2.45 -1.71
H -0.59 2.55 -1.14
H -1.47 -0.04 -0.10
H -0.31 1.03 0.64
H 1.24 0.90 -1.12
H 0.18 -0.14 -2.09
H 1.98 -1.50 -0.78
H 1.16 -0.32 1.52
H -0.02 -1.54 1.25
H 2.96 -1.91 1.21
H 1.79 -3.22 0.95
*
```

These are the Löwdin partial charges, in e, on atoms 1 to 2: C -0.152; N -0.142